Record 1
# C29H45GeN5OsSi3

C29H45GeN5OsSi3 as an isolated structure (the ωB97M-V functional and the def2-TZVPD basis, the OMol25 dataset).

Element x y z (Å)
Os (0.7972, 0.1808, 0.3277)
C (5.4130, -4.9718, 1.2839)
C (4.1642, -4.2047, 1.0087)
C (2.9262, -4.6173, 1.5242)
C (1.7965, -3.8711, 1.3231)
C (1.8261, -2.6684, 0.5717)
N (0.7277, -1.8779, 0.4778)
C (-0.5600, -2.4345, 0.5194)
C (-0.8766, -3.5427, -0.2746)
C (-2.1507, -4.0710, -0.2812)
C (-3.1715, -3.5088, 0.4903)
C (-4.5643, -4.0573, 0.4564)
C (-2.8602, -2.3979, 1.2756)
C (-1.5814, -1.8729, 1.3026)
N (-1.2974, -0.8208, 2.2256)
C (-1.7862, -0.6539, 3.4653)
C (-1.2896, 0.5323, 3.9728)
C (-0.4976, 1.0497, 2.9613)
N (-0.5044, 0.2314, 1.8941)
C (3.0759, -2.2787, 0.0094)
C (4.2059, -3.0235, 0.2520)
N (3.1763, -1.1960, -0.9145)
C (4.0554, -1.1106, -1.9298)
C (3.9427, 0.1349, -2.5106)
C (2.9547, 0.7741, -1.7847)
N (2.4749, -0.0236, -0.8166)
H (5.1971, -6.0129, 1.5135)
H (5.9251, -4.5426, 2.1505)
H (6.1056, -4.9257, 0.4446)
H (2.8718, -5.5197, 2.1193)
H (0.8626, -4.1648, 1.7838)
H (-0.1061, -3.9717, -0.9034)
H (-2.3645, -4.9290, -0.9057)
H (-4.5625, -5.1202, 0.2234)
H (-5.1486, -3.5536, -0.3174)
H (-5.0758, -3.9075, 1.4056)
H (-3.6336, -1.9419, 1.8825)
H (-2.4394, -1.3873, 3.9097)
H (-1.4676, 0.9502, 4.9484)
H (0.1051, 1.9429, 2.9465)
H (5.1580, -2.7002, -0.1484)
H (4.6969, -1.9374, -2.1840)
H (4.5024, 0.5156, -3.3472)
H (2.5485, 1.7627, -1.8989)
C (-3.5366, 1.3430, 0.5507)
Si (-2.6244, 2.9427, 0.2510)
C (-3.4917, 4.0693, -0.9328)
C (-2.2746, 3.8868, 1.8257)
Ge (-0.2651, 2.2800, -0.4788)
Si (1.2275, 4.2653, -0.1187)
C (2.7484, 4.2313, -1.1827)
C (1.6446, 4.2253, 1.6937)
C (0.0749, 5.6330, -0.6191)
Si (-1.1989, 1.8318, -2.8713)
C (-2.7788, 0.8747, -2.7356)
C (0.1398, 0.7448, -3.5748)
C (-1.2727, 3.4955, -3.6701)
H (-4.1304, 1.4647, 1.4613)
H (-2.8768, 0.4856, 0.6873)
H (-4.2229, 1.1143, -0.2644)
H (-4.3992, 4.3932, -0.4086)
H (-3.8151, 3.6169, -1.8681)
H (-2.9138, 4.9679, -1.1516)
H (-3.1519, 3.7558, 2.4683)
H (-2.1677, 4.9542, 1.6343)
H (-1.4088, 3.5559, 2.3924)
H (3.4808, 3.4908, -0.8629)
H (3.2278, 5.2110, -1.0848)
H (2.5273, 4.1022, -2.2447)
H (2.0857, 3.2685, 1.9803)
H (0.7786, 4.4318, 2.3242)
H (2.3853, 5.0005, 1.9117)
H (-0.2302, 5.5570, -1.6632)
H (0.6286, 6.5729, -0.5110)
H (-0.8094, 5.7078, 0.0105)
H (-2.6917, 0.0497, -2.0262)
H (-2.9848, 0.4414, -3.7201)
H (-3.6420, 1.4809, -2.4659)
H (0.3509, -0.1380, -2.9690)
H (1.0654, 1.2844, -3.7688)
H (-0.2382, 0.3861, -4.5392)
H (-2.0037, 4.1597, -3.2155)
H (-1.5787, 3.3342, -4.7110)
H (-0.3001, 3.9881, -3.6937)

Output
HOMO (alpha / beta): -15.93 / -16.46 eV
orbital gap (alpha / beta): 7.8 / 5.5 eV
molecular weight: 810.8 g mol⁻¹
charge: +3
<S²>: 8.802
multiplicity: 6
lowest unoccupied orbital energy (alpha / beta): -8.095 / -10.926 eV

Mulliken atomic charge list, values in e, 8 entries: 0.756, -1.529, 0.275, -1.208, -0.146, 0.920, -0.282, 0.085



Record 2
# C5H7NO

An isolated molecule of C5H7NO (the ωB97M-V functional and the def2-TZVPD basis, the OMol25 dataset).

Element x y z (Å)
O (2.0331, 1.5604, 0.6300)
C (1.0776, 0.9232, 0.2869)
C (0.9650, 0.0410, -0.9745)
C (-0.5244, -0.3478, -1.0716)
C (-1.1137, 0.0681, 0.2919)
C (-0.4955, -0.4810, 1.5092)
N (-0.1541, 0.8688, 1.0386)
H (1.6299, -0.8314, -0.9260)
H (1.2613, 0.6552, -1.8154)
H (-1.0254, 0.2410, -1.8491)
H (-0.7186, -1.3852, -1.3110)
H (-2.1327, 0.4234, 0.3163)
H (0.2636, -1.2483, 1.4245)
H (-1.0662, -0.4875, 2.4501)

Output
HOMO: -9.73 eV
orbital gap: 10.7 eV
molecular weight: 97.1 g mol⁻¹
charge: 0
SMILES: O=C1CC[C@H]2CN12
multiplicity: 1
lowest unoccupied orbital energy: 0.991 eV

natural (NBO) atomic charge list, values in e, 8 entries: -0.516, 0.704, -0.541, -0.421, -0.077, -0.248, -0.451, 0.241



Record 3
# C4H13NP

An isolated ion of composition C4H13NP and charge +1 (the ωB97M-V functional and the def2-TZVPD basis, the OMol25 dataset).

Element x y z (Å)
C (2.9083, -0.0269, 0.0888)
N (1.6284, -0.1270, -0.6546)
C (0.5109, 0.5972, -0.0266)
P (-1.2955, 0.1309, -0.7913)
C (-2.4704, 1.2324, 0.2945)
C (-1.5888, -1.4844, 0.0159)
H (2.5764, -0.4078, 0.9848)
H (3.7246, -0.5846, -0.4138)
H (3.3713, 0.9702, 0.0708)
H (1.5776, 0.1858, -1.6515)
H (1.4782, -1.0961, -0.8512)
H (0.4343, 0.3614, 0.9884)
H (0.6825, 1.7408, -0.0461)
H (-2.6997, 0.6208, 1.2160)
H (-3.4524, 1.4247, -0.1438)
H (-1.9986, 2.1717, 0.4641)
H (-2.6122, -1.7231, -0.3540)
H (-1.7671, -1.5168, 1.0456)
H (-1.0078, -2.4692, -0.2361)

Output
HOMO: -12.76 eV
orbital gap: 9.5 eV
molecular weight: 106.1 g mol⁻¹
charge: +1
SMILES: C[NH2+]CP(C)C
multiplicity: 1
lowest unoccupied orbital energy: -3.281 eV

natural (NBO) atomic charge list, values in e, 8 entries: -0.414, -0.508, -0.509, 0.750, -0.881, -1.000, 0.225, 0.246



Record 4
# AlF2NO4S2

AlF2NO4S2 as an isolated structure (the ωB97M-V functional and the def2-TZVPD basis, the OMol25 dataset).

Element x y z (Å)
Al (-0.5181, -3.6631, 0.0630)
N (-0.2604, -0.6455, 0.0208)
S (0.9376, 0.0431, -0.6900)
O (2.0771, 0.5416, 0.0614)
O (0.6739, 0.6977, -1.9292)
F (1.4833, -1.3543, -1.2393)
S (-0.8141, 0.8816, 0.7215)
O (-1.3053, 1.8929, -0.1748)
O (-0.0898, 1.2907, 1.9093)
F (-2.1843, 0.3151, 1.2571)

Output
HOMO: -20.85 eV
orbital gap: 4.2 eV
molecular weight: 207.1 g mol⁻¹
charge: +2
multiplicity: 1
lowest unoccupied orbital energy: -16.631 eV

natural (NBO) atomic charge list, values in e, 8 entries: 1.014, -0.610, 2.300, -0.487, -0.489, -0.457, 2.269, -0.575



Record 5
# CH6N5O3

A 2-piece molecular cluster, CH6N5O3 overall (the ωB97M-V functional and the def2-TZVPD basis, the OMol25 dataset).

Element x y z (Å)
C (-1.4795, 1.1350, 0.2476)
N (-1.5812, 0.4160, -0.7255)
N (-1.6156, 2.0696, 0.9789)
N (0.7235, -0.6343, 0.4493)
N (1.7583, -0.0747, -0.0222)
N (-1.4409, -1.0268, -0.8909)
O (1.6349, -0.0171, -1.3988)
O (2.7255, 0.3404, 0.5760)
O (0.6224, -0.6085, 1.8251)
H (-1.0389, 2.6082, 1.5048)
H (2.5358, 0.1303, -1.8255)
H (-0.9131, -1.6242, -0.2136)
H (-2.3977, -1.3536, -0.9719)
H (-0.9562, -1.1349, -1.7576)
H (1.4227, -0.2254, 2.2243)

Output
HOMO: -14.03 eV
orbital gap: 10.1 eV
molecular weight: 136.1 g mol⁻¹
charge: +1
multiplicity: 1
lowest unoccupied orbital energy: -3.925 eV

natural (NBO) atomic charge list, values in e, 8 entries: 0.666, -0.404, -0.563, -0.080, 0.521, -0.503, -0.528, -0.402



Record 6
# C2H3N3O3

An isolated molecule of C2H3N3O3 (the ωB97M-V functional and the def2-TZVPD basis, the OMol25 dataset).

Element x y z (Å)
N (-1.5852, -1.0606, 0.7192)
N (-0.5445, -0.2623, 0.2601)
C (0.8125, -0.6253, 0.3769)
O (1.3341, -1.7440, 0.7742)
N (1.7061, 0.3624, 0.0425)
O (0.6799, 1.3070, -0.5647)
C (-0.5866, 0.9232, -0.6484)
O (-1.5677, 1.4758, -1.0627)
H (-2.0299, -1.2247, -0.2248)
H (-2.3147, -0.3954, 1.2484)
H (2.3848, -1.7531, 0.2779)

Output
HOMO: -9.70 eV
orbital gap: 9.7 eV
molecular weight: 117.1 g mol⁻¹
charge: 0
SMILES: Nn1c(O)noc1=O
multiplicity: 1
lowest unoccupied orbital energy: -0.039 eV

natural (NBO) atomic charge list, values in e, 8 entries: -0.604, -0.343, 0.643, -0.627, -0.234, -0.398, 0.867, -0.574